{
  "formula": "C5H10NO2",
  "method": "wB97M-V/def2-TZVPD",
  "species": ["C", "C", "C", "C", "C", "N", "O", "O", "H", "H", "H", "H", "H", "H", "H", "H", "H", "H"],
  "xyz": [[1.124, -0.963, 1.112], [0.056, -1.915, 1.396], [0.314, 2.059, -1.503], [-0.368, 0.771, -1.874], [-0.913, 0.018, 0.040], [0.049, -1.036, 0.206], [0.965, 0.838, -1.743], [-0.665, 1.017, 0.936], [1.015, -0.108, 1.784], [2.173, -1.034, 0.892], [0.184, -2.964, 1.046], [-0.778, -1.723, 2.192], [0.376, 2.836, -2.155], [0.404, 2.330, -0.543], [-0.802, 0.487, -2.851], [-1.989, -0.349, 0.155], [0.207, -1.466, -0.707], [-1.354, 1.204, 1.618]],
  "atomic_forces_ev_per_a": [[1.22, 1.81, 3.09], [-1.20, -2.16, 0.54], [-1.79, -2.78, -1.26], [-1.09, 0.57, 3.68], [-2.68, 2.07, -2.37], [-0.86, -0.49, -1.95], [2.39, -1.19, -1.07], [-0.14, 0.52, 0.82], [0.00, 0.03, -0.51], [0.04, -0.99, -0.75], [-0.20, 0.79, 0.76], [1.88, -0.22, -1.68], [0.50, 1.74, -2.39], [-0.25, 0.93, 3.44], [-0.15, -0.06, 0.92], [1.60, 0.12, -0.62], [0.26, -0.25, 0.44], [0.46, -0.43, -1.09]],
  "charge": 1,
  "orbital_gap_ev": 10.37,
  "relative_energy_ev": 6.0734,
  "homo_ha": -0.4908,
  "spin_multiplicity": 1,
  "lumo_energy_ha": -0.1095
}